# 1
{
  "formula": "C21H29N3O4",
  "method": "ωB97M-V/def2-TZVPD",
  "multiplicity": 1,
  "de_lowest_kcal_mol": 73.03,
  "charge": 0,
  "max_force_ev_per_a": 0.53,
  "elements": ["C", "O", "C", "C", "C", "C", "C", "C", "C", "O", "C", "C", "N", "C", "C", "N", "C", "C", "N", "C", "C", "C", "O", "C", "C", "C", "O", "C", "H", "H", "H", "H", "H", "H", "H", "H", "H", "H", "H", "H", "H", "H", "H", "H", "H", "H", "H", "H", "H", "H", "H", "H", "H", "H", "H", "H", "H"],
  "xyz": [[-1.34219, 4.84611, 1.57749], [0.06158, 4.87613, 1.57505], [0.73541, 4.17500, 0.60111], [0.09375, 3.41176, -0.36425], [0.79283, 2.71084, -1.33279], [2.17549, 2.75407, -1.36451], [3.02081, 1.99889, -2.36405], [2.27170, 1.56181, -3.61853], [1.25224, 0.46581, -3.38535], [0.30887, 0.32067, -4.14521], [1.46387, -0.40575, -2.23463], [0.50066, -1.37445, -2.00089], [0.54410, -2.24569, -1.01732], [-0.47812, -3.20352, -0.71019], [-1.25756, -2.78834, 0.54941], [-2.04015, -3.89250, 1.06564], [-3.24688, -4.14102, 0.29400], [-3.93606, -5.40842, 0.81383], [-4.25602, -5.33192, 2.22521], [-3.06077, -5.00745, 2.97843], [-2.37352, -3.73410, 2.47190], [2.59552, -0.27522, -1.34725], [2.74563, -0.98948, -0.35565], [3.63381, 0.76055, -1.70163], [2.82013, 3.52199, -0.40528], [2.14104, 4.23341, 0.57675], [2.96209, 4.92138, 1.42104], [2.44861, 5.75063, 2.43771], [-1.75824, 5.25379, 0.65028], [-1.64323, 5.47664, 2.41333], [-1.72609, 3.83264, 1.73482], [-0.98280, 3.35413, -0.37280], [0.23426, 2.14202, -2.05778], [3.84094, 2.66167, -2.66552], [2.99116, 1.16538, -4.34276], [1.76844, 2.40573, -4.09445], [-0.33518, -1.42595, -2.69242], [1.34741, -2.12616, -0.38742], [-0.02033, -4.17826, -0.51866], [-1.14639, -3.28984, -1.56977], [-1.87545, -1.90064, 0.32515], [-0.52934, -2.50464, 1.31407], [-2.97872, -4.28126, -0.75363], [-3.94693, -3.28523, 0.36202], [-4.85345, -5.59239, 0.25126], [-3.26203, -6.25810, 0.67745], [-4.95576, -4.60818, 2.37433], [-3.32405, -4.89656, 4.03212], [-2.37009, -5.84799, 2.87334], [-1.45206, -3.56678, 3.03339], [-3.04186, -2.86646, 2.63407], [4.33919, 0.28752, -2.39284], [4.18107, 1.02516, -0.79542], [3.89714, 3.59487, -0.39564], [1.87224, 5.18403, 3.17180], [3.32614, 6.18195, 2.91987], [1.82714, 6.55172, 2.03177]],
  "forces_ev_per_angstrom": [[-0.2, 0.0, 0.0], [0.5, -0.1, -0.2], [-0.1, 0.1, 0.1], [-0.1, 0.1, 0.1], [0.1, 0.0, -0.1], [0.0, 0.2, 0.0], [0.1, -0.1, -0.1], [0.0, 0.2, 0.0], [0.1, -0.1, 0.0], [-0.1, 0.1, -0.1], [-0.1, -0.2, 0.1], [0.1, 0.0, -0.1], [0.3, 0.3, 0.1], [-0.4, -0.2, 0.3], [0.1, -0.2, -0.2], [0.0, 0.1, 0.0], [0.0, -0.3, 0.0], [-0.1, 0.3, -0.3], [-0.3, 0.0, 0.1], [0.1, 0.4, 0.1], [0.0, -0.3, 0.1], [0.0, 0.1, -0.2], [0.1, -0.1, 0.2], [0.2, 0.1, 0.1], [-0.2, 0.1, 0.2], [0.1, -0.1, -0.1], [-0.1, -0.3, -0.3], [-0.1, 0.3, 0.4], [0.0, 0.0, 0.0], [0.0, -0.1, -0.1], [0.0, 0.0, 0.0], [-0.1, 0.0, 0.0], [-0.1, 0.0, -0.1], [-0.1, -0.1, 0.0], [0.0, 0.0, 0.0], [0.0, -0.1, 0.0], [0.0, 0.0, 0.0], [-0.1, 0.0, -0.2], [-0.1, 0.1, -0.1], [0.1, -0.1, 0.0], [0.1, 0.0, 0.1], [0.0, 0.0, 0.0], [0.0, 0.0, -0.1], [0.0, 0.0, 0.0], [0.1, 0.0, 0.0], [0.0, 0.0, -0.1], [0.0, -0.1, 0.0], [0.1, 0.0, 0.0], [0.0, 0.0, 0.1], [0.0, 0.1, 0.0], [0.0, 0.0, 0.0], [0.0, 0.0, 0.0], [0.0, -0.1, 0.0], [0.2, 0.0, 0.0], [0.1, 0.1, -0.1], [-0.1, 0.0, 0.0], [0.1, -0.1, 0.1]],
  "nbo_charge": [-0.250, -0.525, 0.283, -0.314, -0.175, -0.044, -0.217, -0.511, 0.588, -0.605, -0.453, 0.221, -0.528, -0.219, -0.215, -0.447, -0.243, -0.228, -0.609, -0.229, -0.236, 0.575, -0.631, -0.489, -0.234, 0.249, -0.496, -0.239, 0.177, 0.199, 0.175, 0.218, 0.210, 0.221, 0.237, 0.240, 0.222, 0.449, 0.213, 0.198, 0.170, 0.204, 0.199, 0.158, 0.201, 0.194, 0.345, 0.201, 0.194, 0.203, 0.156, 0.228, 0.237, 0.219, 0.182, 0.187, 0.180]
}



# 2
{
  "formula": "C21H29N3O4",
  "method": "ωB97M-V/def2-TZVPD",
  "multiplicity": 1,
  "de_lowest_kcal_mol": 153.69,
  "charge": 0,
  "max_force_ev_per_a": 4.61,
  "elements": ["C", "C", "O", "O", "C", "C", "C", "C", "O", "C", "C", "C", "O", "H", "H", "H", "H", "H", "H", "H", "H", "C", "C", "C", "C", "N", "H", "H", "H", "H", "H", "H", "H", "C", "C", "C", "C", "N", "H", "H", "H", "H", "H", "H", "H", "C", "C", "C", "C", "N", "H", "H", "H", "H", "H", "H", "H"],
  "xyz": [[-3.37107, -3.05564, 0.70178], [-3.07904, -4.21210, 1.79242], [-1.93912, -4.72204, 1.79372], [-4.14646, -4.55058, 2.65450], [-3.93435, -5.82871, 3.30902], [-3.14038, -5.59564, 4.68099], [-1.74894, -5.82466, 4.71542], [-0.80066, -5.60382, 5.96512], [0.45243, -5.74839, 5.92696], [-1.53162, -5.18773, 7.33581], [-2.93317, -4.95532, 7.36016], [-3.83549, -5.10780, 6.03906], [-5.06130, -4.87322, 6.09818], [-3.49793, -3.61006, -0.29118], [-4.31145, -2.46999, 0.98414], [-2.44986, -2.38846, 0.70316], [-3.47693, -6.63057, 2.64511], [-4.98412, -6.21279, 3.59434], [-1.25691, -6.20185, 3.75439], [-0.85604, -5.11024, 8.24552], [-3.41383, -4.69237, 8.35747], [-1.91836, 1.98253, -1.18111], [-0.80286, 2.21515, -0.17083], [-0.43077, 0.95735, 0.61635], [-1.52640, 0.49072, 1.47120], [-2.38919, 0.12189, 2.13770], [-2.85102, 1.69330, -0.68836], [-2.11057, 2.89555, -1.74375], [-1.64640, 1.19735, -1.89176], [-1.09848, 3.01550, 0.51486], [0.08481, 2.56642, -0.70703], [0.43832, 1.17643, 1.24417], [-0.13145, 0.16070, -0.07138], [0.53373, 0.45518, -5.32165], [1.44148, 1.67613, -5.40605], [1.51451, 2.46332, -4.09671], [0.22593, 3.06188, -3.73572], [-0.78840, 3.52542, -3.44961], [-0.50337, 0.74022, -5.12620], [0.55395, -0.09501, -6.26551], [0.86019, -0.22198, -4.52772], [1.09826, 2.32507, -6.21818], [2.45046, 1.34281, -5.66901], [2.25521, 3.25769, -4.20349], [1.86111, 1.81521, -3.29054], [5.46416, 6.11880, -3.51823], [5.12881, 6.02582, -2.03479], [5.34957, 4.62788, -1.45434], [4.44384, 3.63396, -2.03727], [3.73597, 2.85292, -2.50004], [4.81204, 5.47777, -4.11711], [5.33368, 7.14487, -3.86973], [6.50067, 5.82585, -3.70520], [4.09185, 6.33941, -1.87910], [5.76102, 6.73353, -1.48951], [5.18621, 4.66360, -0.37305], [6.38773, 4.31873, -1.60735]],
  "forces_ev_per_angstrom": [[-0.4, -0.9, 1.3], [2.1, 0.4, -0.9], [-3.9, 0.8, 0.5], [2.2, -0.6, -1.7], [-1.0, -0.5, 2.2], [2.7, -0.4, 0.8], [-1.4, 0.1, -0.1], [1.2, 0.0, 0.7], [-4.6, 0.4, -0.1], [-2.1, 0.0, -1.4], [2.8, -0.8, -0.7], [-1.6, 0.3, 0.1], [3.6, -0.7, -0.2], [0.2, 0.9, 1.4], [1.4, -0.8, -0.6], [-1.3, -0.9, -0.1], [-0.1, 1.4, 0.9], [1.6, 0.8, -0.5], [-0.6, 0.7, 1.6], [-1.1, -0.1, -1.3], [0.3, -0.3, -1.7], [-0.3, 0.0, 0.2], [-0.2, 0.2, -0.3], [0.3, 0.3, 0.0], [-0.1, -0.2, 0.1], [0.2, 0.1, -0.2], [0.1, -0.1, 0.1], [0.0, -0.2, 0.1], [0.0, 0.1, 0.0], [0.1, -0.1, 0.0], [0.0, -0.1, 0.1], [-0.1, -0.2, 0.1], [-0.1, 0.0, 0.1], [-0.1, 0.0, -0.1], [-0.2, -0.3, -0.2], [-0.2, 0.0, -0.5], [-0.2, 0.1, 0.1], [0.5, 0.0, -0.4], [0.1, 0.0, 0.0], [0.0, 0.0, 0.1], [0.0, 0.0, 0.0], [0.1, 0.0, 0.1], [0.0, 0.2, 0.1], [-0.2, -0.1, 0.2], [-0.2, 0.2, -0.1], [0.0, 0.0, -0.1], [0.0, 0.3, -0.3], [0.0, 0.3, 0.3], [0.0, -0.2, 0.0], [0.8, 0.4, 0.6], [0.1, 0.0, 0.0], [0.0, -0.1, 0.0], [-0.1, 0.0, 0.0], [0.1, -0.1, 0.1], [-0.1, -0.2, 0.1], [0.0, -0.2, -0.1], [-0.1, -0.1, -0.1]],
  "nbo_charge": [-0.712, 0.807, -0.609, -0.508, -0.114, -0.081, -0.227, 0.507, -0.501, -0.244, -0.251, 0.516, -0.506, 0.239, 0.241, 0.251, 0.222, 0.224, 0.257, 0.241, 0.245, -0.618, -0.379, -0.513, 0.298, -0.347, 0.206, 0.249, 0.197, 0.208, 0.210, 0.248, 0.242, -0.612, -0.379, -0.514, 0.309, -0.372, 0.213, 0.215, 0.202, 0.205, 0.209, 0.259, 0.264, -0.612, -0.380, -0.516, 0.328, -0.382, 0.211, 0.221, 0.205, 0.212, 0.212, 0.255, 0.248]
}



# 3
{
  "formula": "C21H29N3O4S",
  "method": "ωB97M-V/def2-TZVPD",
  "multiplicity": 1,
  "de_lowest_kcal_mol": 3.55,
  "charge": 0,
  "max_force_ev_per_a": 0.19,
  "elements": ["C", "C", "C", "O", "C", "C", "C", "O", "N", "C", "C", "C", "N", "C", "O", "C", "N", "C", "S", "C", "C", "O", "C", "C", "C", "C", "C", "C", "C", "H", "H", "H", "H", "H", "H", "H", "H", "H", "H", "H", "H", "H", "H", "H", "H", "H", "H", "H", "H", "H", "H", "H", "H", "H", "H", "H", "H", "H"],
  "xyz": [[-1.50868, 1.66030, 2.68493], [-0.93010, 0.51680, 1.85998], [-0.30958, 0.98584, 0.55008], [0.79763, 1.85942, 0.78841], [0.24471, -0.17211, -0.27608], [0.89281, 0.31179, -1.57699], [-0.87787, -1.13280, -0.63477], [-2.00012, -0.73099, -0.90877], [-0.59590, -2.45768, -0.64705], [-1.59803, -3.41184, -1.13099], [-0.82636, -4.72617, -1.19494], [0.61289, -4.27257, -1.48193], [0.74647, -3.68404, -2.82129], [0.22887, -4.11756, -3.99393], [-0.61979, -4.98027, -4.13625], [0.93190, -3.48419, -5.19730], [2.24583, -4.08882, -5.35129], [2.36040, -5.40512, -5.94701], [4.14127, -5.74377, -6.04261], [4.48055, -4.58901, -4.69520], [3.29080, -3.65812, -4.59872], [3.26305, -2.66471, -3.89121], [1.66041, -5.35890, -1.29065], [2.45171, -5.46466, -0.15282], [3.39800, -6.47676, -0.03635], [3.56153, -7.40386, -1.05181], [2.76078, -7.32153, -2.18358], [1.81728, -6.31354, -2.29618], [0.71453, -3.08112, -0.51711], [-1.99118, 1.28779, 3.58857], [-0.73545, 2.36237, 3.00415], [-2.25854, 2.21198, 2.11330], [-0.16058, -0.00920, 2.43446], [-1.72210, -0.19904, 1.63195], [-1.07194, 1.50041, -0.04527], [0.46393, 2.67265, 1.17625], [0.99476, -0.67436, 0.34117], [1.32876, -0.51418, -2.14396], [0.14165, 0.79164, -2.20673], [1.67951, 1.03085, -1.36105], [-2.45584, -3.44963, -0.46045], [-1.95586, -3.10333, -2.11476], [-0.81882, -5.22303, -0.22249], [-1.21308, -5.41503, -1.93876], [1.52723, -3.04361, -2.92091], [0.33705, -3.67271, -6.08795], [1.06571, -2.41104, -5.06199], [1.84204, -6.15589, -5.34619], [1.94159, -5.40848, -6.95256], [4.58529, -5.09342, -3.73256], [5.38242, -4.01574, -4.89334], [2.36232, -4.75165, 0.65530], [4.01132, -6.53161, 0.85373], [4.30067, -8.18901, -0.96170], [2.86651, -8.04925, -2.97843], [1.17568, -6.27867, -3.16773], [1.52759, -2.40989, -0.79166], [0.87675, -3.42440, 0.50645]],
  "forces_ev_per_angstrom": [[0.0, 0.0, 0.0], [0.0, 0.0, 0.0], [0.0, 0.0, 0.0], [0.0, 0.0, 0.0], [0.0, 0.0, 0.0], [0.0, 0.0, 0.0], [-0.1, 0.0, 0.2], [0.0, 0.0, -0.1], [0.1, 0.0, 0.0], [0.0, 0.0, 0.0], [0.0, 0.0, -0.1], [0.1, 0.1, 0.1], [0.0, 0.1, 0.0], [0.1, -0.1, 0.0], [0.0, 0.0, 0.0], [-0.1, 0.1, 0.0], [0.0, -0.1, 0.0], [0.0, 0.0, 0.0], [0.0, 0.0, 0.0], [0.0, 0.0, 0.0], [0.0, 0.0, 0.0], [0.0, 0.0, 0.0], [-0.1, -0.1, 0.0], [0.1, 0.1, 0.0], [0.0, 0.0, 0.0], [0.0, 0.0, 0.0], [0.0, 0.0, 0.0], [0.0, 0.0, 0.0], [0.0, 0.0, 0.0], [0.0, 0.0, 0.0], [0.0, 0.0, 0.0], [0.0, 0.0, 0.0], [0.0, 0.0, 0.0], [0.0, 0.0, 0.0], [0.0, 0.0, 0.0], [0.0, 0.0, 0.0], [0.0, 0.0, 0.0], [0.0, 0.0, 0.0], [0.0, 0.0, 0.0], [0.0, 0.0, 0.0], [0.0, 0.0, 0.0], [0.0, 0.0, 0.0], [0.0, 0.0, 0.0], [0.0, 0.0, 0.0], [0.0, 0.0, 0.0], [0.0, 0.0, 0.0], [0.0, 0.0, 0.0], [0.0, 0.0, 0.0], [0.0, 0.0, 0.0], [0.0, 0.0, 0.0], [0.0, 0.0, 0.0], [0.0, 0.0, 0.0], [0.0, 0.0, 0.0], [0.0, 0.0, 0.0], [0.0, 0.0, 0.0], [0.0, 0.0, 0.0], [0.0, 0.0, 0.0], [0.0, 0.0, 0.0]],
  "nbo_charge": [-0.610, -0.428, 0.122, -0.733, -0.328, -0.598, 0.709, -0.644, -0.439, -0.216, -0.417, 0.081, -0.646, 0.679, -0.632, -0.312, -0.427, -0.329, 0.213, -0.627, 0.696, -0.642, 0.058, -0.230, -0.203, -0.218, -0.198, -0.250, -0.212, 0.216, 0.194, 0.206, 0.197, 0.220, 0.178, 0.471, 0.209, 0.202, 0.217, 0.235, 0.215, 0.213, 0.210, 0.260, 0.431, 0.231, 0.242, 0.203, 0.221, 0.249, 0.255, 0.210, 0.216, 0.217, 0.217, 0.225, 0.220, 0.198]
}



# 4
{
  "formula": "C21H29N3O5",
  "method": "ωB97M-V/def2-TZVPD",
  "multiplicity": 1,
  "de_lowest_kcal_mol": 114.26,
  "charge": 0,
  "max_force_ev_per_a": 1.15,
  "elements": ["C", "O", "C", "C", "C", "C", "C", "C", "C", "O", "C", "C", "C", "C", "C", "O", "N", "C", "C", "C", "C", "N", "C", "C", "O", "C", "C", "N", "O", "H", "H", "H", "H", "H", "H", "H", "H", "H", "H", "H", "H", "H", "H", "H", "H", "H", "H", "H", "H", "H", "H", "H", "H", "H", "H", "H", "H", "H"],
  "xyz": [[3.54327, -1.59067, -2.06027], [2.97518, -2.44290, -1.09550], [1.91244, -3.23434, -1.46158], [1.57061, -3.47219, -2.78563], [0.51427, -4.30120, -3.13981], [0.18114, -4.51003, -4.58612], [-0.21790, -4.90606, -2.13176], [0.09608, -4.66740, -0.80823], [1.14659, -3.83313, -0.44764], [1.32464, -3.70406, 0.91030], [2.12341, -2.67942, 1.44113], [1.73375, -1.31988, 0.96436], [0.62922, -0.85406, 0.31103], [0.90539, 0.52570, 0.11459], [-0.01623, 1.41693, -0.64241], [-0.80006, 0.89162, -1.42374], [0.04343, 2.74843, -0.46168], [0.88654, 3.42775, 0.48977], [-0.92867, 3.57219, -1.14946], [-2.03858, 4.09476, -0.23142], [-2.77284, 2.95755, 0.48447], [-2.01183, 2.46502, 1.62294], [-2.26076, 3.22858, 2.83353], [-1.33153, 2.73410, 3.94293], [-1.51356, 1.36190, 4.19410], [-1.29817, 0.61664, 3.01841], [-2.24088, 1.05705, 1.89947], [2.07775, 0.82469, 0.62035], [2.59672, -0.31015, 1.14682], [2.78031, -0.97788, -2.55036], [4.22687, -0.94433, -1.51054], [4.10618, -2.15102, -2.81341], [2.14410, -3.00977, -3.57356], [-0.50707, -5.34219, -4.70762], [-0.28756, -3.61491, -4.99503], [1.08061, -4.71039, -5.16529], [-1.04259, -5.55816, -2.37575], [-0.47305, -5.12055, -0.01210], [3.18799, -2.83735, 1.22555], [1.97409, -2.74843, 2.52586], [-0.24181, -1.38645, -0.00464], [0.33762, 3.61587, 1.41509], [1.19944, 4.38131, 0.06219], [1.76506, 2.82665, 0.70461], [-1.36940, 2.95414, -1.93492], [-0.40638, 4.41683, -1.61179], [-1.62238, 4.78597, 0.50199], [-2.74920, 4.64751, -0.84783], [-3.77360, 3.29972, 0.79673], [-2.90565, 2.13529, -0.22105], [-2.07009, 4.28708, 2.64474], [-3.30898, 3.11750, 3.16771], [-1.54363, 3.24926, 4.88162], [-0.28563, 2.92114, 3.65221], [-1.46879, -0.42882, 3.28013], [-0.25758, 0.74670, 2.68456], [-2.03535, 0.47896, 0.99779], [-3.28295, 0.86888, 2.21416]],
  "forces_ev_per_angstrom": [[0.1, 0.2, -0.2], [-0.3, -0.6, 0.1], [0.2, 0.1, 0.1], [0.0, 0.0, 0.1], [0.0, -0.1, 0.1], [0.0, 0.1, 0.0], [0.1, 0.1, -0.1], [0.2, 0.2, 0.1], [-0.1, -0.1, -0.2], [-0.1, 0.0, -0.2], [0.5, 0.3, 0.4], [-1.0, 0.2, -0.4], [0.5, -0.1, 0.4], [0.6, -0.9, 0.4], [0.0, 0.5, -0.3], [-0.1, -0.3, 0.1], [0.1, 0.1, -0.2], [0.2, 0.0, 0.2], [-0.4, 0.1, -0.2], [0.0, -0.3, 0.0], [0.0, 0.2, -0.1], [-0.1, -0.1, 0.1], [0.2, -0.1, 0.2], [-0.1, 0.4, -0.1], [-0.1, 0.0, 0.2], [-0.1, -0.2, -0.3], [0.2, -0.1, 0.3], [-0.2, 0.9, -0.4], [0.1, -0.7, 0.2], [0.0, 0.0, 0.0], [0.0, 0.0, -0.1], [0.0, 0.0, 0.0], [0.1, 0.1, -0.1], [0.0, -0.1, -0.1], [0.0, 0.0, -0.1], [0.0, 0.0, -0.1], [-0.1, -0.1, 0.0], [-0.1, 0.0, 0.1], [-0.2, 0.0, 0.1], [0.1, 0.0, -0.2], [-0.2, -0.2, -0.1], [0.0, 0.0, 0.0], [0.0, 0.0, 0.0], [-0.1, 0.3, 0.0], [0.1, 0.2, 0.1], [0.0, -0.1, 0.0], [-0.1, 0.1, 0.0], [0.0, 0.1, 0.0], [0.0, -0.1, 0.0], [-0.1, 0.0, 0.0], [0.0, 0.0, 0.0], [0.0, 0.0, 0.0], [0.0, 0.0, -0.1], [-0.1, 0.0, 0.0], [0.1, 0.0, -0.1], [-0.1, -0.1, 0.0], [0.0, 0.0, 0.0], [0.0, 0.0, 0.0]],
  "nbo_charge": [-0.254, -0.536, 0.313, -0.293, -0.017, -0.624, -0.227, -0.219, 0.217, -0.486, -0.107, 0.318, -0.342, 0.053, 0.654, -0.637, -0.404, -0.428, -0.218, -0.411, -0.223, -0.460, -0.252, -0.072, -0.524, -0.074, -0.253, -0.137, -0.267, 0.186, 0.205, 0.176, 0.215, 0.215, 0.221, 0.215, 0.211, 0.224, 0.212, 0.214, 0.260, 0.199, 0.196, 0.253, 0.240, 0.194, 0.198, 0.215, 0.174, 0.216, 0.202, 0.169, 0.194, 0.162, 0.195, 0.166, 0.216, 0.170]
}